261
Properties=species:S:1:pos:R:3 method="wB97M-V/def2-TZVPD" max_force_ha_per_bohr=0.1188 e_homo_ev=-8.41 gap_ev=8.37 mol_weight_g_mol=1903.174 e_lumo_ev=-0.04
C 4.43530 1.55376 0.11260
C 3.73866 0.28740 0.71035
N 3.43755 -0.81051 -0.37887
C 4.80473 -1.42001 -0.79316
C 2.62223 -1.95318 0.32385
C 3.25354 -2.66089 1.53008
C 2.69745 -0.20531 -1.57417
C 2.40174 -1.12650 -2.79735
O 3.61703 -1.60272 -3.31745
C 3.38035 -2.73366 -4.21479
H 4.82835 2.24871 0.85465
H 3.70088 2.13727 -0.44261
H 5.22490 1.32212 -0.60223
H 2.71136 0.55484 0.95780
H 4.23789 -0.08511 1.60483
H 5.19620 -0.81039 -1.60753
H 4.58586 -2.44146 -1.10436
H 5.46119 -1.55505 0.06645
H 2.40350 -2.62743 -0.50420
H 1.62950 -1.55486 0.53340
H 2.61127 -3.44607 1.92892
H 3.41867 -1.93649 2.32764
H 4.15265 -3.22598 1.28434
H 3.21807 0.65034 -2.00419
H 1.80194 0.26257 -1.16521
H 1.85387 -0.51415 -3.51357
H 1.70366 -1.93145 -2.56750
H 2.93326 -2.38293 -5.14496
H 2.74589 -3.48409 -3.74317
H 4.26878 -3.31415 -4.46346
C -1.16093 -2.71860 0.09764
F -1.04575 -2.46797 -1.25793
F -2.27141 -3.41729 0.26539
F -0.04976 -3.39952 0.56442
S -1.31498 -1.11932 1.18369
O -2.74332 -0.80221 1.32097
O -0.64272 -1.42786 2.46004
N -0.27226 0.00113 0.29936
S -1.19610 1.13153 -0.09160
O -2.28252 0.77694 -1.00595
O -1.67763 1.94803 1.03361
C -0.02729 2.25288 -1.09561
F 0.95999 2.70533 -0.33438
F 0.39517 1.56261 -2.14867
F -0.75081 3.27305 -1.49682
C -1.99502 5.34404 -3.74893
C -3.14183 4.44214 -3.45586
O -4.08767 4.85942 -2.82877
N -3.08922 3.16636 -3.89885
C -4.15085 2.17328 -3.59963
H -1.54545 4.99242 -4.67756
H -1.25977 5.22790 -2.95269
H -2.20724 6.41317 -3.75498
H -2.31411 2.86950 -4.47434
H -4.44959 2.32703 -2.56271
H -3.72608 1.18141 -3.75420
H -5.06243 2.38008 -4.16031
C 5.22053 5.10592 5.35224
C 4.74323 4.83598 3.95599
O 5.56765 4.62723 3.05626
N 3.42933 4.85827 3.66381
C 2.80633 4.43242 2.40309
H 4.42036 5.45270 6.00612
H 5.95883 5.90780 5.35676
H 5.77966 4.23172 5.68580
H 2.79510 5.25698 4.34122
H 3.06141 3.38771 2.22529
H 3.23734 4.97344 1.56070
H 1.72289 4.53619 2.46222
C -1.34488 -4.91650 4.63474
C -0.57458 -3.87656 5.43671
O -0.44324 -4.08637 6.64656
N -0.15224 -2.82454 4.74022
C 0.40077 -1.64377 5.36743
H -0.96347 -5.92457 4.79733
H -1.21983 -4.64744 3.58590
H -2.41869 -4.78236 4.76527
H -0.47431 -2.61645 3.80585
H -0.42447 -0.94163 5.48609
H 1.14352 -1.18669 4.71359
H 0.89178 -1.82366 6.32381
C 1.14194 3.79543 -8.08541
C 0.48047 2.72122 -7.28586
O -0.45992 2.99470 -6.56242
N 0.99397 1.54527 -7.56036
C 0.54470 0.27031 -6.90874
H 1.70143 3.44982 -8.95468
H 1.78344 4.52208 -7.58687
H 0.34644 4.39151 -8.53258
H 1.95064 1.54109 -7.88415
H 1.28014 -0.43746 -7.29122
H -0.49954 -0.00126 -7.06334
H 0.65508 0.38062 -5.82997
C -1.93140 -5.60493 -3.99241
C -0.65493 -6.09671 -4.59202
O -0.40011 -7.30950 -4.48242
N 0.08080 -5.20882 -5.25544
C 1.23474 -5.46796 -6.13385
H -1.64508 -5.10274 -3.06832
H -2.57406 -6.46054 -3.78502
H -2.57892 -4.97937 -4.60681
H -0.18915 -4.23557 -5.25107
H 2.13055 -5.01754 -5.70635
H 1.00517 -5.05091 -7.11439
H 1.30341 -6.53811 -6.32924
C -1.61666 -0.85633 -3.85784
C -1.20237 -1.80888 -4.90831
O -0.02772 -2.22176 -4.98095
N -2.13612 -2.08933 -5.81303
C -1.90735 -2.99869 -6.95308
H -1.60070 0.17114 -4.22134
H -1.00763 -0.90653 -2.95526
H -2.63455 -1.04448 -3.51635
H -3.11811 -1.94799 -5.62380
H -2.54328 -2.83314 -7.82274
H -2.10550 -4.02849 -6.65584
H -0.87356 -3.05715 -7.29358
C -2.86143 5.08869 0.81933
C -4.41383 5.06186 0.99080
O -4.94039 5.08145 2.13030
N -5.15937 5.13408 -0.07859
C -6.62842 5.14769 -0.12091
H -2.43670 4.36442 1.51443
H -2.50376 6.06662 1.14156
H -2.55379 4.92148 -0.21289
H -4.71915 5.05341 -0.98402
H -7.00611 5.67845 0.75302
H -6.84302 4.08421 -0.22598
H -7.02273 5.62825 -1.01629
C -3.02673 0.92004 4.31071
C -4.28227 1.51360 3.71725
O -5.05279 2.23006 4.35787
N -4.47249 1.14198 2.46648
C -5.59981 1.58343 1.70381
H -2.22331 0.83197 3.57936
H -3.25228 -0.02835 4.79834
H -2.73089 1.51784 5.17280
H -3.83943 0.53555 1.96492
H -5.35842 1.76551 0.65659
H -5.95912 2.54176 2.07876
H -6.36650 0.81492 1.80219
C 2.66182 -6.38741 0.96926
C 2.93739 -6.13797 -0.54330
O 3.52667 -5.13666 -0.98111
N 2.60819 -7.09525 -1.34917
C 2.81556 -7.20378 -2.75879
H 3.47335 -6.02766 1.60180
H 2.70881 -7.47409 1.04013
H 1.77079 -5.92043 1.38890
H 1.99844 -7.81838 -0.99507
H 3.81135 -6.80754 -2.95752
H 2.09364 -6.56122 -3.26283
H 2.74867 -8.23518 -3.10496
C 3.42808 2.19809 -4.84027
C 3.72424 3.02949 -3.63437
O 4.54080 2.63370 -2.80016
N 3.14024 4.17185 -3.37730
C 2.13150 4.79553 -4.20835
H 4.00970 1.29103 -4.67575
H 3.62185 2.67548 -5.80081
H 2.39049 1.86526 -4.86729
H 3.40700 4.63323 -2.51936
H 1.37991 4.04571 -4.45531
H 2.56241 5.18826 -5.12932
H 1.63179 5.62529 -3.70848
C 5.51315 6.85148 0.33042
C 5.22390 5.71430 -0.64994
O 4.07418 5.68503 -1.23369
N 6.04448 4.71788 -0.91875
C 7.41694 4.68413 -0.65220
H 6.16543 6.52459 1.14022
H 4.52809 7.17134 0.67023
H 6.03519 7.65548 -0.18837
H 5.64421 4.05760 -1.56984
H 7.80447 3.67591 -0.79851
H 7.73029 4.90326 0.36852
H 7.95319 5.23774 -1.42296
F 0.12871 -7.97186 2.19439
C -1.08442 -7.90592 1.60977
C -2.09224 -8.77281 1.96057
C -3.39250 -8.59869 1.39766
C -3.61649 -7.65384 0.41652
C -2.56664 -6.82092 0.04426
C -1.32547 -6.96498 0.62866
H -1.93394 -9.53515 2.70902
H -4.18715 -9.25905 1.71206
H -4.56298 -7.41190 -0.04394
H -2.86172 -6.01169 -0.60726
H -0.54784 -6.27471 0.33676
F -7.39580 -1.87788 1.24439
C -6.50648 -2.87643 1.51688
C -6.73435 -4.22242 1.22201
C -5.83563 -5.21272 1.58882
C -4.65709 -4.85781 2.32448
C -4.43191 -3.50445 2.67126
C -5.38734 -2.52866 2.25425
H -7.61717 -4.47356 0.65283
H -6.15406 -6.22018 1.36519
H -3.94689 -5.60076 2.65620
H -3.50609 -3.22770 3.15360
H -5.21373 -1.49117 2.49892
F 0.85140 7.36128 5.03457
C -0.24028 6.56220 5.30502
C -0.93071 5.98746 4.23117
C -2.03668 5.19511 4.53738
C -2.46968 4.99815 5.85030
C -1.68093 5.45078 6.94684
C -0.56202 6.23151 6.60640
H -0.69682 6.26217 3.21321
H -2.69514 4.75683 3.80203
H -3.35416 4.40439 6.02790
H -1.93866 5.21324 7.96840
H -0.00182 6.69702 7.40381
F -4.10406 -4.18933 -1.57636
C -4.59490 -3.22522 -2.32956
C -4.79675 -1.99877 -1.72991
C -5.20266 -0.91595 -2.50227
C -5.59111 -1.12329 -3.79817
C -5.62381 -2.35865 -4.37918
C -5.02366 -3.43254 -3.69629
H -4.59583 -1.75327 -0.69755
H -5.23840 0.02595 -1.97506
H -5.96303 -0.28951 -4.37514
H -5.84732 -2.46415 -5.43053
H -4.95572 -4.36442 -4.23794
F 1.34550 9.85503 2.68131
C 0.87272 9.00158 1.73552
C -0.05734 9.36838 0.80392
C -0.39964 8.55095 -0.29548
C 0.18245 7.29769 -0.40737
C 1.15812 6.82996 0.53055
C 1.51205 7.72839 1.56135
H -0.51935 10.33897 0.90830
H -1.11116 8.87944 -1.03861
H -0.16548 6.70003 -1.23691
H 1.60369 5.87813 0.28182
H 2.31223 7.42068 2.21817
F 1.80411 -5.99418 4.09928
C 2.12187 -6.79093 5.15859
C 3.09312 -7.75190 4.96205
C 3.50990 -8.52236 5.97482
C 2.96429 -8.34216 7.24198
C 1.94612 -7.40813 7.53217
C 1.58684 -6.64267 6.41565
H 3.43316 -7.97898 3.96245
H 4.28959 -9.25203 5.81337
H 3.26812 -8.98362 8.05598
H 1.45187 -7.34622 8.49045
H 0.80243 -5.91834 6.57832
F 3.62428 -0.04040 3.73266
C 2.72357 0.83236 4.21154
C 2.96414 1.52665 5.40673
C 2.06876 2.45687 5.89284
C 0.87414 2.62958 5.22758
C 0.57236 1.99281 4.03041
C 1.55634 1.08972 3.53967
H 3.86089 1.32383 5.97340
H 2.31228 2.87351 6.85901
H 0.15998 3.29729 5.68646
H -0.36060 2.18598 3.52182
H 1.30112 0.56836 2.62894